Entry from the OMol25 dataset: the molecule C19H18F3N3O3 (the ωB97M-V functional and the def2-TZVPD basis).

```
46
Properties=species:S:1:pos:R:3:forces:R:3:nbo_charge:R:1
O -2.293332 3.781642 5.091667 -0.8681 -1.1379 -0.1106 -0.60
F -0.017239 0.189710 -7.490712 0.9104 -0.5302 0.1508 -0.32
F 0.717838 -1.876135 -7.488339 0.2660 0.8858 0.1475 -0.32
F 2.170631 -0.206237 -7.477561 -0.8138 -0.2041 -0.7447 -0.33
N -0.599614 1.330095 3.149229 0.9530 0.2819 -0.0857 -0.47
N -2.047736 -0.388596 2.446847 -0.4339 -0.4414 -0.3016 -0.47
O -4.535833 -1.695468 2.695960 -0.5899 0.1670 0.5072 -0.71
O 1.874079 -0.129055 -1.309812 -0.1441 -0.0662 -0.2952 -0.54
C -1.362662 3.144661 4.612177 -0.3310 3.4532 1.3318 0.62
C 0.261607 -0.388755 1.683200 -0.9249 -2.0984 -2.5292 -0.06
C -0.011083 -1.465806 0.826840 0.3009 1.4545 2.0651 -0.10
C -0.836465 0.203765 2.457057 -1.3232 0.5397 1.0271 0.40
C -1.583238 1.907798 3.844637 0.4343 -1.8939 -0.9724 0.14
C -3.057136 0.177954 3.108814 1.1143 0.2734 -0.6405 0.24
C -2.821284 1.323645 3.824921 -1.0858 0.9657 0.7200 -0.25
C 1.634121 -1.676304 -3.305864 0.0425 0.9806 -0.7315 -0.33
C 1.290714 0.716037 -3.413465 -0.3684 -0.5992 -1.0706 -0.28
C 1.391030 -1.736026 -4.711785 0.1571 0.9002 0.2041 -0.15
C 0.992610 0.612989 -4.780600 0.3702 0.0313 -0.3237 -0.16
C 1.642509 -0.394388 -2.656187 -0.3060 -1.4448 0.3676 0.41
C 1.089347 -0.580281 -5.500562 -0.1101 -1.2694 2.1018 -0.18
N -0.140125 3.723133 4.773715 0.5948 -1.3682 -0.9245 -0.80
C 0.960801 -0.628308 -7.014985 0.2247 0.0383 1.1587 0.98
C -4.480660 -0.297883 2.943532 0.6379 -0.8945 0.1029 -0.09
C 1.576397 0.343241 1.687851 0.0409 -0.3838 0.0913 -0.44
C 1.074567 -2.104137 -0.012784 -0.1850 0.6784 0.3095 -0.49
C 2.681590 -0.447876 0.988768 -0.2830 0.2335 -0.3272 -0.41
C 2.212697 -1.122095 -0.315390 0.6932 -1.3161 -0.4237 0.12
H -3.807020 -1.964085 2.125393 0.1712 0.3527 0.0420 0.48
H -1.044817 -1.902323 0.778382 1.2195 0.5839 0.2329 0.23
H -3.658181 1.789548 4.305706 -0.1071 0.3241 0.4214 0.24
H 1.826057 -2.617548 -2.776562 0.0188 0.5726 -0.2006 0.23
H 1.173157 1.655642 -2.929158 0.0897 0.5906 0.3289 0.23
H 1.486152 -2.693302 -5.213527 -0.1314 0.0073 0.1452 0.22
H 0.733267 1.498154 -5.350976 -0.0409 0.1509 0.2743 0.22
H 0.547495 3.397221 4.115548 0.5544 0.2298 0.2092 0.40
H -0.108252 4.661266 5.171788 -0.1431 -0.6475 -0.3986 0.42
H -5.073761 -0.013843 3.844684 0.3904 -0.5702 -0.6541 0.20
H -4.889787 0.232055 2.088173 -0.2013 0.3238 -0.1733 0.19
H 1.468117 1.303265 1.187241 -0.2459 0.1961 0.0954 0.23
H 1.831783 0.541355 2.738422 0.1601 0.1032 -0.3484 0.23
H 1.510822 -3.020865 0.426713 -0.2535 0.4364 0.1895 0.23
H 0.626868 -2.440015 -0.924954 -0.2826 -0.1845 -0.7046 0.22
H 3.527672 0.199970 0.756565 0.0158 0.0081 0.1030 0.22
H 3.016657 -1.199278 1.711179 0.1146 -0.2511 -0.4803 0.22
H 3.049642 -1.744537 -0.711784 -0.3017 0.5381 0.1135 0.18
```
Positions in Å, forces in eV/Å.

## Properties
LUMO energy	-0.39	eV
HOMO energy	-9.1	eV
gap between HOMO and LUMO	8.71	eV
energy	-38760.509	eV
energy relative to the best compared isomer or geometry (same formula, charge and spin)	36.24	kJ/mol
SMILES	NC(=O)c1cc(CO)nc(C2=CC[C@@H](Oc3ccc(C(F)(F)F)cc3)CC2)n1



Entry from the OMol25 dataset: a structure of composition C19H18FHfN5O8SSe2 (the ωB97M-V functional and the def2-TZVPD basis).

```
55
Properties=species:S:1:pos:R:3:forces:R:3:nbo_charge:R:1
Hf -0.086079 0.011414 -0.783791 -0.2217 0.0775 0.2044 2.27
C 1.552198 3.466882 0.479529 0.0126 -0.0085 0.0067 -0.68
C 1.089609 2.417410 1.420444 -0.0134 0.0341 0.0067 0.46
N 0.660855 1.202872 1.113725 -0.1478 -0.0448 -0.0215 -0.57
C 0.299047 0.594331 2.293750 0.0127 -0.0292 -0.0317 0.00
C 0.532152 1.438379 3.333499 0.0675 0.0323 0.0049 0.01
N 1.028129 2.581053 2.757323 0.0195 -0.0440 -0.0085 -0.47
C 0.380346 1.356450 4.807579 -0.2018 0.0740 0.0030 0.77
O -0.100406 0.231139 5.289257 0.1042 0.0055 0.0359 -0.66
O 0.678546 2.310980 5.484572 0.0755 -0.0283 0.0060 -0.59
C -0.252418 -0.781723 2.227463 0.0138 -0.0213 -0.1197 0.80
O -0.564634 -1.379665 3.256109 0.0215 -0.0185 -0.0085 -0.65
O -0.317253 -1.235723 1.031075 0.1450 -0.0584 0.1199 -0.80
H 1.612943 3.047653 -0.520589 0.0033 -0.0023 -0.0052 0.29
H 2.529927 3.845432 0.780754 -0.0059 0.0055 0.0087 0.23
H 0.845330 4.297359 0.471825 -0.0088 -0.0087 -0.0133 0.25
H 1.285999 3.397182 3.292594 0.0022 -0.0013 0.0005 0.45
H -0.286973 -0.438272 4.565895 -0.0774 -0.0141 -0.0266 0.52
C -1.179206 -2.754392 -3.149561 -0.0218 0.0041 -0.0194 -0.73
S -0.518919 -2.709540 -1.478471 -0.0166 0.0408 -0.0306 0.29
C -1.965135 -3.290549 -0.577924 0.0072 0.0199 0.0278 -0.74
H -2.039667 -2.093605 -3.226543 -0.0006 0.0002 -0.0007 0.24
H -1.446170 -3.779263 -3.402197 0.0027 0.0034 0.0012 0.22
H -0.404439 -2.390970 -3.817652 0.0298 0.0064 0.0055 0.24
H -2.105624 -4.352127 -0.771214 0.0012 -0.0006 -0.0063 0.22
H -2.840845 -2.728412 -0.894459 0.0005 -0.0029 0.0009 0.23
H -1.778083 -3.120855 0.479312 0.0053 0.0027 -0.0093 0.26
Se 3.428488 -2.049876 -3.989127 -0.0543 -0.0460 0.0912 1.02
N 4.626281 -2.462400 -2.753985 0.0287 0.0757 -0.0671 -0.61
C 4.095839 -2.127022 -1.596954 -0.0414 -0.0615 0.0716 0.13
C 4.720768 -2.303043 -0.324309 0.0263 -0.0240 -0.0429 -0.14
C 4.017100 -1.934383 0.766786 -0.0401 0.0276 0.0301 -0.26
C 2.703946 -1.377745 0.625826 -0.0414 0.0423 0.0628 0.16
N 2.090226 -1.180601 -0.501401 0.0222 -0.1101 -0.2312 -0.49
C 2.766680 -1.566790 -1.643297 0.0434 0.0421 0.1233 0.26
N 2.228377 -1.452497 -2.833190 0.0285 -0.0474 -0.0960 -0.63
H 5.714491 -2.725218 -0.264461 0.0010 -0.0007 -0.0202 0.24
H 4.420313 -2.046773 1.763012 -0.0133 0.0095 0.0065 0.24
H 2.166374 -1.087083 1.519671 0.0375 -0.0275 0.0004 0.22
O -1.000301 2.253246 -0.885698 -0.0586 -0.0947 -0.1559 -0.78
Se 0.608351 1.262017 -3.330791 0.0630 -0.0536 0.0496 1.98
O -0.217813 2.675091 -3.305402 -0.0306 0.0189 -0.0265 -1.05
O 1.377590 1.208670 -1.774915 0.0229 0.0448 -0.0889 -1.16
O -0.561282 0.077665 -2.817370 0.1106 0.0868 0.0165 -1.14
F -5.675755 2.798439 -0.074939 0.0108 0.0039 -0.0031 -0.33
C -4.565271 2.032959 -0.153871 -0.0202 -0.0257 0.0081 0.41
C -4.657607 0.694004 0.184041 0.0067 0.0269 -0.0069 -0.33
C -3.515839 -0.095373 0.102279 0.0059 -0.0112 -0.0067 -0.10
C -2.292837 0.422864 -0.328913 0.0578 0.1390 0.1193 -0.63
C -2.287940 1.781626 -0.604734 0.0228 -0.0649 0.0132 0.29
C -3.382113 2.627706 -0.543975 0.0052 -0.0298 -0.0071 -0.34
H -5.608546 0.295539 0.511442 -0.0027 0.0050 -0.0031 0.22
H -3.601474 -1.135811 0.395044 -0.0006 -0.0002 0.0037 0.19
H -0.879959 2.587498 -1.833125 0.0021 0.0491 0.0290 0.54
H -3.327316 3.683848 -0.769950 -0.0015 0.0021 -0.0004 0.23
```
Positions in Å, forces in eV/Å.

## Properties
LUMO energy	-2.01	eV
HOMO energy	-8.5	eV
gap between HOMO and LUMO	6.49	eV
energy	-189382.785	eV
energy relative to the best compared isomer or geometry (same formula, charge and spin)	0.00	kJ/mol



Question: Which formula does entry 1 have?
Answer: C19H18F3N3O3



Question: gap between HOMO and LUMO of number 2 (C19H18FHfN5O8SSe2)?
Answer: 6.49 eV



Question: What is the formula in the second record?
Answer: C19H18FHfN5O8SSe2



Question: The lowest gap between HOMO and LUMO belongs to which entry?
Answer: C19H18FHfN5O8SSe2